Below is the molecule H2N2, with properties calculated with ωB97M-V/def2-TZVPD.

```
4
Properties=species:S:1:pos:R:3:lowdin_charge:R:1
H -0.0256 -1.2158 -0.2429 0.0319
N -0.5981 -0.3871 -0.1430 -0.0112
N -0.1374 0.7645 0.1161 0.0167
H 0.7611 0.8384 0.2697 -0.0373
```

SMILES: [H]/N=N\[H]
Orbital gap: 0.367 Eh
Relative energy (zero: lowest compared OMol25 entry of this formula, charge and spin): 59.5 kJ/mol
Electronic energy: -3010.0990 eV


Below is a 2-piece molecular cluster, H2N2O2 overall, with properties calculated with ωB97M-V/def2-TZVPD.

```
6
Properties=species:S:1:pos:R:3:lowdin_charge:R:1
N 1.5095 -0.2393 0.2983 0.2273
N 0.8376 -0.8660 0.9377 -0.3379
O 0.0216 -1.4529 1.4806 0.1037
O -0.5333 1.0800 -0.7666 -0.0621
H -1.3222 0.7777 -0.3115 0.0367
H -0.5132 0.7005 -1.6385 0.0322
```

SMILES: N#[N+][O-].O
Orbital gap: 0.446 Eh
Relative energy (zero: lowest compared OMol25 entry of this formula, charge and spin): 4.6 kJ/mol
Electronic energy: -7105.5317 eV


Below is a 2-piece molecular cluster, H2N2O3 overall, with properties calculated with ωB97M-V/def2-TZVPD.

```
7
Properties=species:S:1:pos:R:3:lowdin_charge:R:1
O -0.5495 0.2311 -2.4442 0.1250
N -0.4013 0.4330 -1.3166 -0.0656
N -0.1087 1.1065 -0.4244 -0.0354
O -0.1777 1.3556 0.7727 -0.0055
O 0.2360 -1.2964 0.9726 -0.0267
H -0.1612 -0.5299 1.3312 -0.0175
H 1.1626 -1.3000 1.1087 0.0257
```

SMILES: O=NN=O.O
Orbital gap: 0.353 Eh
Relative energy (zero: lowest compared OMol25 entry of this formula, charge and spin): 88.0 kJ/mol
Electronic energy: -9149.3268 eV


Below is a 2-piece molecular cluster, H2N2O3S overall, with properties calculated with ωB97M-V/def2-TZVPD.

```
8
Properties=species:S:1:pos:R:3:lowdin_charge:R:1
N -1.2451 -1.0088 -1.2421 0.0766
N -1.2733 0.5992 0.5894 0.0705
O 1.1780 -0.9857 0.9527 -0.4643
O 2.7778 0.4045 -0.0979 -0.4219
O -1.7926 -0.1143 -0.7663 -0.1793
S 1.9871 -0.7760 -0.2474 0.8888
H -1.3794 1.5257 0.2467 0.0303
H -0.2525 0.3554 0.5648 -0.0007
```

Orbital gap: 0.255 Eh
Relative energy (zero: lowest compared OMol25 entry of this formula, charge and spin): 340.7 kJ/mol
Electronic energy: -19984.3590 eV


Below is a 2-piece molecular cluster, H2N2O3S overall, with properties calculated with ωB97M-V/def2-TZVPD.

```
8
Properties=species:S:1:pos:R:3:lowdin_charge:R:1
O 1.6057 2.1436 -0.8274 0.1223
N 0.7313 1.4487 -0.4397 -0.5074
O -0.1750 1.7212 0.2887 0.0792
O 0.7748 0.1662 -0.8898 0.0480
H 0.0554 -0.3917 -0.4557 0.0136
N -0.9350 -1.3478 0.4723 -0.4928
S -0.1488 -2.5179 1.1110 0.7236
H -1.9084 -1.2222 0.7406 0.0135
```

SMILES: O=[N+]([O-])O.N=S
Orbital gap (spin up / spin down): 0.272 / 0.272 Eh
Relative energy (zero: lowest compared OMol25 entry of this formula, charge and spin): 306.2 kJ/mol
Electronic energy: -19984.7167 eV


Below is a 2-piece molecular cluster, H2N2O3S overall, with properties calculated with ωB97M-V/def2-TZVPD.

```
8
Properties=species:S:1:pos:R:3:lowdin_charge:R:1
N 1.2588 0.2033 -0.1184 -0.3651
N -0.6224 -0.3619 -0.1763 -0.4335
O 2.0101 -0.6664 0.0580 0.1102
O 1.4247 1.3786 -0.3030 0.0004
O -0.6894 -1.3850 0.7548 -0.1212
S -1.2400 1.1531 0.2744 0.8016
H -1.2515 -2.1000 0.3370 0.1373
H -0.8902 1.7782 -0.8265 -0.1296
```

Orbital gap (spin up / spin down): 0.314 / 0.314 Eh
Relative energy (zero: lowest compared OMol25 entry of this formula, charge and spin): 421.0 kJ/mol
Electronic energy: -19983.5262 eV


Below is the molecule H2N2O3S, with properties calculated with ωB97M-V/def2-TZVPD.

```
8
Properties=species:S:1:pos:R:3:lowdin_charge:R:1
N 0.0316 0.2436 0.1265 0.0962
N 0.9787 1.0615 0.2585 -0.3853
O 0.8221 2.2803 0.2688 0.0786
O 3.3365 0.0597 -1.0518 -0.3995
O 1.9749 -1.2321 0.5538 -0.4503
S 2.7726 -0.0148 0.2770 0.8981
H -0.8271 0.6260 0.3280 0.1027
H 0.3024 -0.6849 0.3019 0.0594
```

Spin multiplicity: 3
Orbital gap (spin up / spin down): 0.299 / 0.291 Eh
Relative energy (zero: lowest compared OMol25 entry of this formula, charge and spin): 105.2 kJ/mol
Electronic energy: -19984.6919 eV


Below is a 2-piece molecular cluster, H2N2O3Si overall, with properties calculated with ωB97M-V/def2-TZVPD.

```
8
Properties=species:S:1:pos:R:3:lowdin_charge:R:1
O 0.6490 -0.3264 0.4249 -0.4290
Si 2.0964 -0.2527 0.0184 0.6641
H 3.1306 -1.0934 0.0450 -0.1256
H 2.4880 1.0500 -0.7338 -0.0462
O -1.7260 1.8384 0.0499 0.0383
N -1.9071 0.6611 0.2519 -0.0744
N -2.3787 -0.3351 -0.0297 -0.0604
O -2.3522 -1.5418 -0.0267 0.0332
```

SMILES: O=[SiH2].O=NN=O
Orbital gap: 0.329 Eh
Relative energy (zero: lowest compared OMol25 entry of this formula, charge and spin): 230.6 kJ/mol
Electronic energy: -17025.9930 eV


Below is H2N2O3Si as an isolated structure, with properties calculated with ωB97M-V/def2-TZVPD.

```
8
Properties=species:S:1:pos:R:3:lowdin_charge:R:1
N -1.1128 -0.9199 0.0054 -0.0646
N -1.7908 0.0231 0.0844 -0.0968
O 0.0212 -1.3112 0.0215 -0.0374
O -2.7954 0.5715 -0.1801 0.1911
O 0.2817 1.3473 0.2196 -0.4576
Si 1.4437 0.4019 -0.0339 0.5282
H 1.7369 -0.1007 -1.4054 -0.0420
H 2.2155 -0.0121 1.2885 -0.0209
```

Spin multiplicity: 3
Orbital gap (spin up / spin down): 0.308 / 0.242 Eh
Relative energy (zero: lowest compared OMol25 entry of this formula, charge and spin): 219.1 kJ/mol
Electronic energy: -17024.1094 eV


Below is a 2-piece molecular cluster, H2N2O4S overall, with properties calculated with ωB97M-V/def2-TZVPD.

```
9
Properties=species:S:1:pos:R:3:lowdin_charge:R:1
N 0.9970 -2.0110 -0.3644 -0.2582
N 0.2386 0.5249 -0.0846 -0.1461
O 0.2147 -2.6336 -1.1827 -0.4545
O 2.1049 0.9837 1.6089 -0.4339
O 0.2801 2.5777 1.3626 -0.4763
O -0.1425 0.4480 2.4468 -0.4591
S 0.6613 1.1485 1.4261 0.2843
H 0.5957 -0.4877 -0.1513 -0.0714
H -0.7657 0.4902 0.0028 0.0152
```

Orbital gap (spin up / spin down): 0.187 / 0.188 Eh
Net charge: -2
Relative energy (zero: lowest compared OMol25 entry of this formula, charge and spin): 38.0 kJ/mol
Electronic energy: -22034.4777 eV


| no. | F_max (eV Å⁻¹) |
| --- | --- |
| 1 | 8.015 |
| 2 | 4.545 |
| 3 | 3.643 |
| 4 | 2.929 |
| 5 | 1.370 |
| 6 | 2.509 |
| 7 | 4.589 |
| 8 | 4.975 |
| 9 | 9.658 |
| 10 | 2.904 |